[1]
{"formula": "C2H10N2", "method": "ωB97M-V/def2-TZVPD", "homo_energy_ev": -9.1, "multiplicity": 1, "relative_energy_kj_mol": 169.4, "total_charge": 0, "fmax_ev_per_a": 5.51, "orbital_gap_ev": 10.20, "elements": ["C", "N", "H", "H", "H", "H", "H", "C", "N", "H", "H", "H", "H", "H"], "xyz": [[1.2967, -1.6979, -0.4977], [0.3214, -0.7579, -1.2252], [1.4160, -2.7845, -0.9615], [2.2705, -1.1832, -0.2179], [0.8435, -2.0477, 0.4490], [0.3526, 0.1823, -0.7259], [1.0139, -0.3768, -1.9590], [-1.1107, 0.6707, 1.2099], [-0.5814, 1.7046, 0.4085], [-0.1833, 0.4209, 1.7826], [-1.8443, 1.0679, 1.9880], [-1.5645, -0.2518, 0.6662], [-1.2140, 1.9394, -0.4922], [-0.3860, 2.5701, 0.9140]], "mulliken_charge": [-0.644, -0.607, 0.274, 0.249, 0.253, 0.235, 0.288, -0.726, -0.581, 0.263, 0.272, 0.300, 0.219, 0.204]}

***

[2]
{"formula": "C2H3ClO2S", "method": "ωB97M-V/def2-TZVPD", "homo_energy_ev": -9.5, "multiplicity": 1, "relative_energy_kj_mol": 211.0, "total_charge": 0, "fmax_ev_per_a": 1.47, "orbital_gap_ev": 8.84, "elements": ["C", "C", "O", "O", "S", "Cl", "H", "H", "H"], "xyz": [[1.2277, 0.7570, 0.0967], [0.4658, 0.1149, -0.9656], [-0.6374, -0.6354, 1.4458], [0.1976, -0.0744, -2.1009], [0.5453, -0.9271, 0.5432], [-2.6293, -0.7162, -0.5253], [2.2622, 1.0196, 0.0454], [0.7544, 1.4205, 0.7625], [-2.1863, -0.9589, 0.6984]], "mulliken_charge": [-0.599, 0.594, -0.621, -0.356, 0.406, -0.336, 0.295, 0.285, 0.332]}

***

[3]
{"formula": "C16H15ClEuS", "method": "ωB97M-V/def2-TZVPD", "homo_energy_ev": [-4.0, -4.0], "multiplicity": 7, "total_charge": -1, "fmax_ev_per_a": 3.40, "s_squared": 12.042, "orbital_gap_ev": [5.59, 6.88], "elements": ["C", "C", "C", "H", "C", "C", "H", "H", "H", "H", "Eu", "Cl", "C", "C", "C", "H", "C", "C", "H", "H", "H", "H", "S", "C", "C", "C", "C", "C", "C", "H", "H", "H", "H", "H"], "xyz": [[2.8368, -0.5991, 0.0412], [2.8066, -0.9487, -1.3513], [2.1220, -2.1956, -1.4834], [3.2640, -0.3783, -2.1613], [1.6965, -2.6130, -0.1877], [2.1368, -1.6391, 0.7660], [1.9828, -1.6773, 1.8453], [3.2728, 0.3030, 0.4756], [2.0026, -2.7540, -2.3991], [1.1565, -3.5322, 0.0439], [0.2942, 0.1137, -0.0835], [0.8765, 2.4775, -0.4929], [-1.9173, 0.1554, -2.1916], [-2.0064, -1.2716, -1.9801], [-0.9774, -1.9026, -2.7631], [-2.7144, -1.7665, -1.3316], [-0.2366, -0.8761, -3.4469], [-0.8054, 0.3996, -3.0891], [-0.4526, 1.3673, -3.4046], [-2.5451, 0.9100, -1.7430], [-0.7934, -2.9554, -2.8231], [0.5943, -1.0289, -4.1007], [-1.3877, -1.2024, 1.7821], [-1.1860, 0.4093, 2.2473], [-2.0470, 1.4228, 1.7385], [-1.9480, 2.7235, 2.2189], [-0.9612, 3.0580, 3.1634], [-0.0204, 2.0917, 3.5678], [-0.1011, 0.7902, 3.0871], [-2.7921, 1.1529, 0.9886], [-2.6368, 3.4848, 1.8729], [-0.9077, 4.0764, 3.5636], [0.7609, 2.3669, 4.2629], [0.6332, 0.0378, 3.3680]], "mulliken_charge": [-0.627, -0.610, -0.316, 0.327, -0.546, -0.503, 0.523, 0.457, 0.493, 0.356, 1.067, -0.529, -0.744, -0.571, -0.479, 0.385, -0.390, -0.657, 0.409, 0.492, 0.441, 0.477, -0.293, -0.447, 0.013, -0.590, -0.353, -0.557, -0.077, 0.432, 0.356, 0.338, 0.370, 0.354]}

***

[4]
{"formula": "C7H10N4OS", "method": "ωB97M-V/def2-TZVPD", "homo_energy_ev": -8.7, "multiplicity": 1, "relative_energy_kj_mol": 275.9, "total_charge": 0, "fmax_ev_per_a": 6.42, "orbital_gap_ev": 9.04, "elements": ["C", "C", "C", "C", "C", "C", "C", "N", "N", "N", "N", "O", "S", "H", "H", "H", "H", "H", "H", "H", "H", "H", "H"], "xyz": [[-2.5515, 0.7719, 0.4312], [-2.6322, -0.4936, -0.0246], [-1.3958, 1.5470, 0.5276], [-0.3693, -0.5026, -0.1431], [0.9795, -1.0843, -0.5741], [-3.8825, -1.2239, -0.2025], [4.6185, 0.4248, 0.3718], [-1.4817, -1.1808, -0.3149], [1.0680, 1.1793, 0.4730], [-0.1900, 0.7235, 0.3046], [2.0333, -0.3597, 0.0374], [-1.2539, 2.7275, 0.7243], [3.2626, 0.1292, -0.9192], [-3.4567, 1.3509, 0.6139], [1.0581, -2.0604, -0.2997], [1.0531, -1.0419, -1.7022], [-4.6968, -0.5305, -0.3874], [-4.1903, -1.7875, 0.7274], [-3.7238, -1.9568, -1.0106], [4.1883, -0.0135, 1.2821], [4.6522, 1.4633, 0.3126], [5.5522, 0.1197, -0.0654], [1.3587, 1.7986, -0.1622]], "mulliken_charge": [-0.738, 0.925, 0.426, 0.502, -0.458, -1.124, -0.783, -0.618, -1.000, 0.557, -0.142, -0.630, -0.002, 0.354, 0.382, 0.252, 0.347, 0.228, 0.350, 0.298, 0.269, 0.331, 0.276]}

***

[5]
{"formula": "C5H11N2S2", "method": "ωB97M-V/def2-TZVPD", "homo_energy_ev": -13.0, "multiplicity": 1, "relative_energy_kj_mol": 349.1, "total_charge": 1, "fmax_ev_per_a": 4.23, "orbital_gap_ev": 8.26, "elements": ["C", "C", "C", "C", "C", "N", "N", "S", "S", "H", "H", "H", "H", "H", "H", "H", "H", "H", "H", "H"], "xyz": [[2.2799, 0.3404, 1.0371], [0.9494, 0.8773, 1.4036], [0.0184, -0.1686, -0.4914], [-1.5341, 0.6197, 1.1654], [-0.1255, -1.9037, -2.6348], [3.2013, 0.5436, 1.8333], [-0.1522, 0.0807, 0.8815], [2.3277, -0.3558, -0.6067], [-0.6925, -1.7182, -0.8934], [0.9187, 1.0241, 2.4226], [0.9383, 1.9405, 1.0272], [-0.3662, 0.6038, -1.1382], [-1.8474, 1.5750, 0.7091], [-2.1929, -0.2402, 0.6835], [-1.5320, 0.5722, 2.1953], [-0.3519, -2.8778, -2.9838], [0.9179, -1.4289, -2.6777], [-0.6340, -1.1241, -3.2708], [4.0659, 0.0852, 1.5156], [-0.0094, -0.7877, 1.3116]], "mulliken_charge": [0.164, -0.415, -0.472, -0.780, -0.649, -0.506, -0.041, -0.029, 0.052, 0.395, 0.325, 0.413, 0.328, 0.294, 0.431, 0.368, 0.148, 0.285, 0.295, 0.394]}

***

[6]
{"formula": "C13H11Cl2CsN3O4S", "method": "ωB97M-V/def2-TZVPD", "homo_energy_ev": [1.3, -1.2], "multiplicity": 2, "relative_energy_kj_mol": 0.0, "total_charge": -2, "fmax_ev_per_a": 0.78, "s_squared": 0.781, "orbital_gap_ev": [2.68, 5.22], "elements": ["Cs", "Cl", "C", "C", "C", "Cl", "C", "O", "C", "C", "O", "C", "H", "H", "H", "O", "N", "C", "C", "C", "C", "C", "S", "H", "H", "H", "H", "N", "C", "N", "O", "H", "H", "H", "H"], "xyz": [[0.0488, 0.7297, -0.3966], [-6.4112, -4.2859, 1.0988], [-4.8571, -3.5255, 0.7074], [-3.8110, -4.3365, 0.2967], [-2.6016, -3.6762, -0.0059], [-1.2796, -4.7319, -0.5233], [-2.3503, -2.3009, 0.0614], [-1.2120, -1.7930, -0.2507], [-3.4983, -1.4888, 0.5188], [-3.5205, -0.0821, 0.6991], [-2.6449, 0.8104, 0.5396], [-4.7281, -2.1665, 0.8203], [-3.9027, -5.4080, 0.2109], [-4.5192, 0.2646, 1.0525], [-5.5732, -1.5733, 1.1482], [2.7023, 2.7887, -0.9038], [2.9051, 3.5982, 0.0850], [4.1416, 3.6212, 0.6408], [4.4762, 4.4194, 1.7055], [3.4878, 5.2491, 2.2387], [2.2385, 5.2357, 1.6660], [1.8974, 4.4274, 0.5575], [0.3611, 4.4575, -0.1575], [4.8241, 2.9345, 0.1622], [5.4803, 4.3799, 2.1050], [3.6958, 5.8887, 3.0880], [1.4433, 5.8602, 2.0475], [0.8312, -3.0213, -1.8077], [1.7919, -2.0853, -2.0583], [2.3203, -2.0943, -3.3554], [2.2101, -1.3082, -1.2167], [0.2880, -3.3443, -2.5947], [0.2384, -2.8609, -0.9594], [2.3363, -2.9921, -3.8128], [3.1912, -1.5902, -3.4071]], "mulliken_charge": [1.000, -0.327, 0.542, -1.159, 0.749, -0.336, -0.149, -0.984, 1.085, -0.296, -0.732, -1.109, 0.351, 0.167, 0.213, -0.697, 0.483, -0.166, -0.710, -0.090, -0.736, -0.018, -0.417, 0.386, 0.344, 0.334, 0.335, -0.303, 0.397, -0.492, -0.639, 0.227, 0.286, 0.203, 0.258]}